No. 1
Formula: C3H7N3
Source: OMol25
Level of theory: wB97M-V/def2-TZVPD

Computed properties:
Energy relative to the best compared isomer or geometry (same formula, charge and spin) ... 1.442 eV
Highest occupied orbital energy ... -9.35 eV
Molar mass ... 85.110 g mol⁻¹
E_LUMO ... 0.84 eV
Spin multiplicity ... 1

Each line ends with the natural charge from an NBO analysis.
CARTESIAN COORDINATES (ANGSTROEM)
H 0.073 -1.686 -0.861  0.21
N -1.603 0.105 0.580  -0.74
H -1.932 -0.234 1.541  0.32
H 1.214 1.210 -0.594  0.21
H 0.043 0.353 2.704  0.39
H 1.370 0.277 1.596  0.39
C -0.353 0.383 0.688  0.42
C 0.464 -0.821 -1.415  -0.23
H -1.347 0.085 -1.703  0.39
C 0.415 0.491 -0.573  -0.18
N 0.431 0.531 1.784  -0.81
H 1.545 -0.996 -1.835  0.19
N -0.320 0.302 -1.911  -0.56

=====

No. 2
Formula: C3H7N3
Source: OMol25
Level of theory: wB97M-V/def2-TZVPD

Computed properties:
Energy relative to the best compared isomer or geometry (same formula, charge and spin) ... 0.418 eV
Highest occupied orbital energy ... -9.25 eV
Molar mass ... 85.110 g mol⁻¹
E_LUMO ... 0.98 eV
Spin multiplicity ... 1

Each line ends with the natural charge from an NBO analysis.
CARTESIAN COORDINATES (ANGSTROEM)
H -2.862 0.706 0.063  0.38
N -1.853 0.693 0.000  -0.84
C -1.262 -0.568 0.173  0.55
C 2.304 0.321 0.116  -0.67
H 2.976 -0.483 -0.201  0.23
H 2.648 1.248 -0.340  0.22
H -2.806 -1.640 -0.169  0.33
N 0.073 -0.447 0.488  -0.45
H -1.453 1.476 0.495  0.38
H 2.339 0.392 1.199  0.23
N -1.798 -1.687 -0.060  -0.73
H 0.774 -0.009 -1.428  0.16
C 0.921 -0.003 -0.336  0.18

=====

No. 3
Formula: C3H7N3
Source: OMol25
Level of theory: wB97M-V/def2-TZVPD

Computed properties:
Energy relative to the best compared isomer or geometry (same formula, charge and spin) ... 4.090 eV
Highest occupied orbital energy ... -21.16 eV
Molar mass ... 85.110 g mol⁻¹
E_LUMO ... -11.27 eV
Net charge ... +2
Spin multiplicity ... 1

Each line ends with the natural charge from an NBO analysis.
CARTESIAN COORDINATES (ANGSTROEM)
C 1.451 0.560 0.227  0.41
H -0.573 -0.332 1.428  0.30
H 2.247 0.731 0.841  0.29
N -0.860 0.513 -0.360  -0.38
N 1.342 -0.702 -0.188  -0.34
H -1.644 1.176 -0.192  0.49
H -0.900 0.422 -1.461  0.50
H -1.745 -1.382 0.072  0.33
C 0.357 -1.486 -0.175  0.25
N 0.386 1.365 0.062  -0.33
H 0.487 -2.470 -0.717  0.31
H 0.322 2.341 0.036  0.48
C -0.870 -0.734 0.427  -0.31